Density functional theory data (the ωB97M-V functional and the def2-TZVPD basis) for a 4-piece molecular cluster, C21H42Cl2O6P overall.

CARTESIAN COORDINATES (ANGSTROEM)
Cl 1.297 -1.778 4.214
Cl -1.730 1.152 3.366
P 1.668 1.064 2.774
O 4.349 1.901 -2.491
O 2.848 -0.165 2.352
O -0.744 -0.631 -0.444
O -3.860 -4.092 0.583
O 0.189 3.133 -1.986
O 0.919 0.812 1.240
C -4.630 -3.081 -0.071
C 1.785 -2.479 0.071
C 1.936 0.543 0.298
C -0.713 -1.934 0.156
C -1.636 -1.214 4.663
C 3.016 2.023 -3.009
C 3.089 -1.804 0.519
C -0.603 4.072 -2.703
C -0.782 -0.230 3.910
C -5.860 -2.851 0.799
C -5.308 -3.146 2.191
C -4.355 -4.297 1.905
C -0.546 2.634 -0.848
C 5.265 1.654 -3.551
C 3.165 2.146 -4.520
C 2.995 -0.342 0.968
C -2.020 3.950 -2.158
C 0.531 -0.300 3.626
C 0.576 -2.147 0.939
C -1.757 3.546 -0.708
C 4.424 1.320 -4.777
H -3.513 -4.335 2.597
H 0.369 -2.938 1.662
H -0.843 1.603 -1.057
H 2.289 1.787 -5.058
H 2.311 1.219 4.071
H 5.937 0.844 -3.262
H 5.865 2.558 -3.719
H -2.555 3.152 -2.677
H -4.878 -3.414 -1.079
H -6.645 -3.568 0.544
H -4.877 -5.261 1.940
H -1.611 -0.978 5.729
H 1.586 -2.270 -0.982
H 2.526 2.879 -2.555
H -2.665 -1.186 4.312
H -0.540 3.852 -3.772
H -0.811 -0.003 0.278
H -6.267 -1.847 0.692
H 0.733 -1.236 1.507
H 2.441 1.496 0.092
H -0.200 5.079 -2.533
H -0.829 -2.666 -0.642
H 1.535 0.217 -0.660
H 4.177 0.256 -4.786
H 2.539 2.095 2.237
H 3.784 -1.826 -0.325
H -1.501 4.426 -0.113
H -6.073 -3.404 2.923
H -4.023 -2.173 -0.143
H -1.571 -1.998 0.832
H 4.929 1.561 -5.713
H 3.567 -2.371 1.319
H 3.336 3.189 -4.801
H 2.452 1.126 -2.741
H 0.091 2.633 0.030
H 3.953 0.111 0.670
H 1.947 -3.560 0.121
H 0.737 2.079 3.144
H -1.259 -2.226 4.541
H -2.593 4.871 -2.264
H -2.600 3.048 -0.232
H -4.755 -2.282 2.565

Computed properties:
* gap between HOMO and LUMO: 7.43 eV
* highest occupied orbital energy: -4.8 eV
* charge: -1
* 2S+1: 1

***

Density functional theory data (the ωB97M-V functional and the def2-TZVPD basis) for C16H24CaN2O13 as an isolated structure.

CARTESIAN COORDINATES (ANGSTROEM)
Ca -14.238 5.961 -15.979
O -8.120 5.946 -19.804
O -14.990 11.119 -9.847
O -16.851 10.802 -10.756
O -15.793 8.708 -17.783
O -14.974 10.323 -11.819
O -9.887 5.536 -12.169
O -7.202 7.249 -18.338
O -12.637 2.378 -17.128
O -7.625 5.341 -11.737
O -9.053 5.409 -10.043
O -13.152 0.906 -18.551
O -13.912 2.879 -18.594
O -9.414 6.863 -18.237
N -13.096 2.039 -18.181
N -17.887 5.662 -14.066
C -8.909 5.475 -11.377
C -15.588 10.740 -10.845
C -7.847 5.707 -9.431
C -6.866 5.199 -10.485
C -18.049 4.852 -15.149
C -8.393 6.724 -18.772
C -16.585 3.844 -13.735
C -6.731 5.983 -20.182
C -16.963 5.045 -13.182
C -6.091 6.650 -18.972
C -17.181 11.061 -9.385
C -5.658 5.916 -10.600
C -15.830 11.231 -8.732
C -15.560 12.691 -8.078
C -6.728 6.775 -21.523
C -17.358 3.649 -14.957
H -16.226 13.379 -8.599
H -7.673 6.771 -9.273
H -5.565 6.056 -18.224
H -5.018 5.553 -11.405
H -18.130 6.643 -14.046
H -5.697 6.845 -21.869
H -5.721 6.998 -10.717
H -17.854 11.918 -9.398
H -15.577 10.369 -8.116
H -6.425 4.937 -20.215
H -18.546 5.212 -16.037
H -17.232 2.826 -15.645
H -16.611 5.557 -12.299
H -14.504 12.962 -8.074
H -7.360 6.290 -22.267
H -15.980 3.048 -13.327
H -5.096 5.792 -9.675
H -7.816 5.144 -8.498
H -6.652 4.144 -10.320
H -5.348 7.403 -19.232
H -17.734 10.185 -9.045
H -16.059 12.582 -7.115
H -7.006 7.828 -21.557
H -16.047 9.229 -18.570

Computed properties:
* gap between HOMO and LUMO: 4.22 eV
* highest occupied orbital energy: -7.0 eV
* energy above the lowest of the compared OMol25 structures with the same formula, charge and spin: 1050.9 kJ/mol
* 2S+1: 1

***

Density functional theory data (the ωB97M-V functional and the def2-TZVPD basis) for a 2-piece molecular cluster, C4H6N3O2S overall.

CARTESIAN COORDINATES (ANGSTROEM)
S 0.770 -2.545 -0.091
O 3.403 1.371 1.493
O 0.961 0.962 -1.511
N -1.890 0.089 -0.323
N 0.343 -1.140 -1.029
N 2.106 -0.031 0.175
C -1.376 1.147 -0.768
C 2.698 0.749 0.822
C 1.051 -0.099 -0.949
C -1.611 -0.130 1.096
H -1.081 -0.970 1.056
H -2.490 -0.215 1.570
H -1.080 0.780 1.620
H 0.603 -3.429 -1.123
H -1.547 1.510 -1.830
H -0.861 1.951 -0.208

Computed properties:
* gap between HOMO and LUMO: 7.43 eV
* highest occupied orbital energy: -4.1 eV
* charge: -1
* energy above the lowest of the compared OMol25 structures with the same formula, charge and spin: 84.8 kJ/mol
* 2S+1: 1

***

Density functional theory data (the ωB97M-V functional and the def2-TZVPD basis) for C40H50AuBN4O5 as an isolated structure.

CARTESIAN COORDINATES (ANGSTROEM)
Au 0.939 0.251 -0.146
O 1.751 0.585 2.092
O 3.273 6.506 0.325
O 4.073 -1.312 1.843
O 2.376 1.918 -0.422
O 1.801 -1.101 -2.035
N -1.284 -1.762 -0.325
N 3.646 -2.414 -1.981
N -2.328 0.158 0.296
N 2.877 -1.269 -0.089
C -2.961 1.428 0.448
C 1.374 -4.849 -1.283
C -0.795 -4.232 2.423
C 2.824 6.857 -0.960
C -1.277 0.741 2.998
C 0.636 -4.245 -2.281
C -0.264 -3.220 -2.009
C -4.756 2.865 -0.309
C 4.708 -2.874 -1.267
C -5.558 0.329 -1.839
C -2.536 -3.161 -3.090
C 3.189 5.208 0.707
C 0.315 -3.441 0.352
C 3.926 -1.656 0.681
C -3.191 -0.918 0.420
C -1.080 -2.688 -3.171
C -0.392 -2.807 -0.679
C 2.912 2.636 1.813
C 0.028 -3.099 1.798
C 3.520 4.970 2.053
C 2.740 -1.565 -1.370
C 4.892 -2.541 0.018
C 2.786 4.164 -0.088
C 3.485 -2.728 -3.379
C 2.659 2.834 0.410
C -3.896 1.859 -2.971
C -1.031 -1.168 -3.338
C -4.160 0.951 -1.766
C 3.383 1.042 3.720
C -2.754 2.276 1.542
C 1.278 -2.831 2.634
C -3.572 3.397 1.679
C -4.578 3.687 0.784
C -0.467 2.971 2.120
C -1.675 2.158 2.596
C -3.957 1.748 -0.497
C 2.615 1.371 2.465
C 3.379 3.711 2.574
C 1.202 -4.458 0.030
C -2.564 -2.061 0.074
B -1.053 -0.365 -0.120
H 0.014 2.465 1.285
H 1.805 6.497 -1.140
H 0.252 3.090 2.927
H -4.536 2.737 -2.948
H 2.069 -5.639 -1.528
H -0.034 -0.794 -3.134
H -1.308 -0.902 -4.357
H 3.408 -0.041 3.809
H -5.536 3.093 -1.020
H -5.211 4.549 0.931
H -2.137 0.078 2.962
H -5.613 -0.360 -2.679
H -0.203 -5.140 2.507
H -5.786 -0.231 -0.934
H 2.861 1.456 4.583
H -6.323 1.090 -1.974
H 3.490 6.460 -1.731
H -2.590 -4.246 -3.041
H 4.020 -2.008 -4.004
H -3.436 0.137 -1.804
H 3.863 -3.731 -3.571
H -4.082 1.322 -3.898
H 1.833 -1.983 2.242
H 5.724 -2.893 0.606
H 3.575 3.565 3.626
H 0.753 -4.582 -3.302
H -3.079 -2.833 -3.974
H 2.842 7.945 -0.998
H -4.205 -0.785 0.747
H -0.881 0.746 4.010
H -3.027 -2.742 -2.216
H -2.860 2.193 -2.962
H -1.674 -4.457 1.822
H -2.929 -3.071 0.112
H 4.396 1.429 3.684
H -1.128 -3.942 3.417
H -3.415 4.056 2.522
H -0.499 0.350 2.349
H -0.639 -3.129 -4.074
H 0.981 -2.598 3.657
H 3.847 5.801 2.653
H -0.576 -2.189 1.834
H 2.425 -2.672 -3.618
H 2.582 4.288 -1.138
H 1.756 -4.958 0.809
H -1.726 -0.679 -2.662
H 1.938 -3.696 2.658
H -2.076 2.651 3.490
H -0.773 3.961 1.788
H 5.387 -3.523 -1.804

Computed properties:
* gap between HOMO and LUMO (spin up / spin down): 7.49 / 4.35 eV
* highest occupied orbital energy (spin up / spin down): -7.5 / -7.5 eV
* energy above the lowest of the compared OMol25 structures with the same formula, charge and spin: 55.3 kJ/mol
* 2S+1: 3

***

Density functional theory data (the ωB97M-V functional and the def2-TZVPD basis) for one molecule with the formula C18H22N2O5S2.

CARTESIAN COORDINATES (ANGSTROEM)
S 3.968 -0.772 0.755
S -2.216 2.062 2.139
O -2.023 3.417 2.556
O -0.794 1.292 -1.579
O 4.523 0.545 0.792
O 4.851 -1.891 0.865
O -3.247 1.277 2.745
N -2.524 2.122 0.494
N 2.881 -0.965 2.024
C -0.603 2.353 -2.505
C -0.666 1.173 2.221
C -2.159 0.875 -1.583
C -0.045 -3.862 0.064
C -0.415 -2.562 -0.234
C -1.820 2.346 -3.426
C 0.473 1.780 1.725
C -2.681 0.832 -0.144
C 2.947 -0.934 -0.758
C -2.915 1.861 -2.479
C 2.263 -3.267 -0.221
C -0.634 -0.127 2.688
C 0.549 -1.609 -0.518
C 1.659 1.075 1.671
C 0.548 -0.841 2.639
C 1.895 -1.957 -0.515
C 1.296 -4.213 0.070
C 1.697 -0.250 2.110
H 0.422 2.807 1.401
H 0.257 -0.596 -0.751
H 0.339 2.176 -3.031
H 2.563 1.528 1.300
H -0.798 -4.602 0.290
H 1.589 -5.226 0.300
H -3.742 0.570 -0.136
H -0.529 3.306 -1.964
H -2.129 0.064 0.412
H -1.787 2.663 0.063
H -2.200 -0.142 -2.002
H 2.539 0.049 -0.969
H -2.022 3.326 -3.850
H 3.309 -3.530 -0.208
H -3.293 2.685 -1.873
H -1.675 1.630 -4.236
H 2.845 -1.920 2.343
H -3.746 1.387 -2.994
H -1.459 -2.287 -0.243
H 3.658 -1.228 -1.527
H -1.540 -0.558 3.083
H 0.588 -1.860 2.994

Computed properties:
* gap between HOMO and LUMO: 9.50 eV
* highest occupied orbital energy: -9.1 eV
* structure (SMILES): O=S(=O)(Cc1ccccc1)Nc1ccc(S(=O)(=O)NC[C@H]2CCCO2)cc1
* energy above the lowest of the compared OMol25 structures with the same formula, charge and spin: 62.6 kJ/mol
* 2S+1: 1

***

Density functional theory data (the ωB97M-V functional and the def2-TZVPD basis) for C14H42K4O18P as an isolated structure.

CARTESIAN COORDINATES (ANGSTROEM)
K 0.010 2.183 -1.752
K -0.052 -3.272 3.392
K 1.459 -3.363 -0.720
K -1.034 0.432 2.741
P 0.358 -0.396 -0.001
O 2.606 -2.641 1.969
O -6.302 0.093 1.647
O 2.743 2.485 -0.476
O 1.252 -0.724 -1.200
O 0.261 -1.576 1.006
O -1.901 5.027 1.980
O 0.935 0.874 0.702
O -4.669 -4.848 -0.068
O -1.082 -0.091 -0.442
O 2.163 0.321 2.964
O -2.618 0.400 -2.607
O -1.813 -3.138 1.229
O 2.056 -1.175 -3.809
O -3.324 0.290 0.956
O 5.444 1.427 0.084
O -0.222 3.252 0.877
O 3.726 -0.194 -1.496
O -0.937 -2.066 -2.806
C 0.161 3.778 2.105
C -2.784 -3.485 0.240
C -2.724 -0.611 -3.610
C 3.967 -0.048 -2.890
C 3.347 -0.310 2.471
C -4.416 0.980 0.344
C 3.457 -1.242 -3.651
C -1.035 4.369 2.835
C 5.048 2.795 0.212
C -1.357 -1.237 -3.890
C 3.600 2.952 0.586
C -3.895 -4.228 0.923
C -5.669 0.143 0.364
C 3.418 -1.797 2.777
H 0.334 2.482 0.633
H 3.378 2.352 1.472
H 1.605 0.524 2.172
H -3.400 -1.409 -3.285
H -3.061 -0.121 -4.523
H -3.112 -2.572 -0.258
H -1.365 -1.860 -4.784
H 3.666 -2.149 -3.063
H 3.905 -1.395 -4.630
H -7.006 0.745 1.661
H 5.669 3.314 0.946
H -0.697 5.038 3.629
H 4.165 0.198 2.975
H 5.030 0.136 -3.048
H 4.868 1.011 -0.583
H 2.763 -0.252 -1.352
H -2.152 0.044 -1.823
H -6.342 0.621 -0.368
H -2.441 4.358 1.551
H -4.549 1.934 0.865
H -3.439 -4.989 1.576
H 3.463 0.853 -3.269
H -4.166 1.227 -0.695
H 4.442 -2.144 2.658
H 3.163 -1.911 3.842
H 2.206 1.787 -0.040
H 3.353 4.008 0.729
H -4.499 -3.564 1.552
H 1.835 -2.170 1.589
H -1.223 -2.442 0.862
H 0.948 4.547 2.057
H -0.624 -0.430 -4.022
H -2.534 0.156 0.385
H 1.677 -1.151 -2.920
H -2.332 -4.161 -0.496
H -5.385 -5.326 0.360
H 3.395 -0.229 1.380
H -1.586 3.612 3.430
H 5.270 3.291 -0.746
H -5.497 -0.860 -0.025
H -0.584 -1.489 -2.114
H 0.677 3.029 2.739

Computed properties:
* gap between HOMO and LUMO: 7.81 eV
* highest occupied orbital energy: -11.3 eV
* charge: +1
* energy above the lowest of the compared OMol25 structures with the same formula, charge and spin: 28.3 kJ/mol
* 2S+1: 1

***

Number 1: calculated total energy -2538.4655 Ha. Number 2: calculated total energy -2388.9554 Ha. Number 3: calculated total energy -868.9399 Ha. Number 4: calculated total energy -2309.9975 Ha. Number 5: calculated total energy -1981.1814 Ha. Number 6: calculated total energy -4654.1523 Ha.